C37H49GeHfN2O | ωB97M-V with the def2-TZVPD basis set

LUMO = -3.48 eV
Relative energy (zero: lowest compared OMol25 entry of this formula, charge and spin) = 30.71 kcal/mol
Frontier orbital gap = 6.354 eV
HOMO = -9.83 eV

```
! RIJCOSX wB97M-V def2-TZVPD def2/J DEFGRID3
* xyz 1 1
Hf -0.081 0.375 -0.210
C 0.953 0.230 3.061
N -0.164 0.862 2.333
C -1.431 0.345 2.895
C -0.151 2.312 2.503
C 0.987 2.963 1.773
N 0.826 2.839 0.315
C -0.081 3.896 -0.183
C 2.137 3.031 -0.343
H 0.929 0.534 4.114
H 1.906 0.491 2.614
H 0.858 -0.850 2.995
H -1.553 0.671 3.933
H -1.416 -0.739 2.880
H -2.281 0.692 2.308
H -0.094 2.576 3.566
H -1.099 2.700 2.130
H 1.938 2.511 2.050
H 1.030 4.016 2.070
H 0.363 4.884 -0.025
H -1.038 3.860 0.331
H -0.258 3.765 -1.250
H 2.502 4.049 -0.174
H 2.043 2.869 -1.418
H 2.865 2.331 0.054
C 1.810 -0.360 0.197
Ge 2.413 -1.741 -0.969
C 1.354 -1.601 -2.616
C 0.801 -0.354 -2.935
C 0.019 -0.156 -4.072
C -0.215 -1.226 -4.918
C 0.356 -2.468 -4.641
C 1.137 -2.652 -3.506
C 2.143 -3.502 -0.159
C 1.072 -4.341 -0.453
C 0.894 -5.548 0.216
C 1.799 -5.937 1.191
C 2.882 -5.118 1.492
C 3.048 -3.912 0.826
C 4.327 -1.612 -1.321
C 5.086 -2.758 -1.562
C 6.460 -2.675 -1.747
C 7.098 -1.444 -1.686
C 6.354 -0.293 -1.465
C 4.980 -0.380 -1.286
H 2.492 0.485 0.023
H 1.043 0.521 -2.299
H -0.384 0.823 -4.302
H -0.826 -1.096 -5.801
H 0.191 -3.295 -5.320
H 1.576 -3.623 -3.308
H 0.373 -4.063 -1.232
H 0.056 -6.188 -0.030
H 1.670 -6.881 1.705
H 3.603 -5.429 2.237
H 3.898 -3.283 1.065
H 4.601 -3.727 -1.599
H 7.034 -3.574 -1.934
H 8.172 -1.382 -1.806
H 6.845 0.672 -1.426
H 4.413 0.530 -1.118
C -3.117 2.548 -1.743
C -4.096 2.278 -0.596
C -3.661 2.978 0.692
C -4.354 0.806 -0.324
C -5.675 0.390 -0.176
C -5.993 -0.930 0.088
C -4.979 -1.872 0.130
C -3.648 -1.506 -0.030
C -2.597 -2.593 -0.131
C -1.606 -2.608 1.030
C -1.895 -2.542 -1.493
C -3.346 -0.152 -0.183
O -2.027 0.249 -0.197
H -3.164 3.599 -2.034
H -3.362 1.943 -2.617
H -2.090 2.325 -1.454
H -5.056 2.703 -0.898
H -2.663 2.641 0.972
H -4.343 2.738 1.509
H -3.648 4.064 0.570
H -6.465 1.126 -0.269
H -7.025 -1.227 0.222
H -5.221 -2.919 0.274
H -3.141 -3.539 -0.096
H -0.903 -1.761 0.997
H -1.003 -3.515 1.017
H -2.138 -2.563 1.981
H -1.044 -1.853 -1.510
H -2.588 -2.227 -2.274
H -1.512 -3.522 -1.774
*
```